58
Properties=species:S:1:pos:R:3:forces:R:3 method="wB97M-V/def2-TZVPD" de_lowest_kcal_mol=405.71 energy_ev=-50528.96003 total_charge=+2 gap_ev=6.7
Tl 0.097273 -0.015275 -1.490903 0.021 -0.002 0.029
C -3.162314 0.420175 -0.486336 0.007 0.016 -0.005
C -3.105105 1.772676 -1.213395 -0.009 0.005 0.005
C -2.773457 1.675373 -2.677618 0.008 0.022 0.000
C -3.655051 2.127235 -3.648485 0.003 0.007 0.002
C -3.303121 2.035129 -4.985638 0.003 -0.004 -0.003
C -2.075592 1.487771 -5.321957 -0.003 0.006 0.002
C -1.256577 1.052526 -4.298810 -0.003 0.000 -0.004
N -1.589157 1.144318 -3.007350 -0.009 -0.035 -0.008
N -1.927582 0.100637 0.272556 -0.018 0.009 0.006
C -2.038832 -1.271233 0.795482 0.048 0.090 0.078
C -0.727367 -1.892050 1.227834 -0.099 -0.206 -0.171
C -0.459676 -3.225061 0.823842 -0.053 0.024 0.017
C 0.687041 -3.905808 1.202490 -0.134 0.379 0.129
C 1.500283 -3.133739 2.030371 0.149 0.480 -0.615
C 1.162887 -1.821795 2.383342 -0.299 -0.437 -0.380
N 0.078930 -1.164999 2.011586 0.355 -0.266 0.226
C -1.733852 1.084552 1.358403 0.008 0.009 0.003
C -0.404303 1.799001 1.380070 -0.003 0.005 -0.016
C -0.009334 2.459082 2.539519 -0.014 0.011 -0.005
C 1.160252 3.192669 2.532897 0.005 0.002 -0.006
C 1.917302 3.245766 1.367815 -0.005 0.003 0.008
C 1.461333 2.553733 0.266932 -0.004 0.018 -0.010
N 0.322083 1.847292 0.265913 0.008 -0.013 -0.011
H -4.017731 0.407946 0.199583 0.001 0.000 0.000
H -3.326800 -0.377187 -1.212938 0.006 -0.002 0.001
H -4.067367 2.271896 -1.109814 0.001 -0.001 0.003
H -2.367134 2.426704 -0.742131 0.004 -0.004 0.004
H -4.606527 2.549431 -3.355490 0.001 0.003 0.000
H -3.979375 2.385320 -5.753865 0.001 0.000 0.000
H -1.757482 1.396899 -6.350289 -0.001 -0.001 0.000
H -0.289848 0.611478 -4.518644 -0.002 -0.004 0.001
H -2.723833 -1.300972 1.655213 -0.021 -0.022 -0.016
H -2.484452 -1.896138 0.022592 0.041 -0.010 -0.027
H -1.193873 -3.716623 0.197336 0.029 -0.025 -0.003
H 0.892072 -4.920374 0.892479 0.028 -0.013 0.001
H 3.716560 -3.446335 3.560855 -0.159 -0.008 0.052
H 1.981560 -2.762332 4.346476 -0.178 0.195 -0.026
H -2.501054 1.858104 1.273360 -0.023 -0.011 0.030
H -1.892176 0.613236 2.329710 0.039 -0.018 -0.007
H -0.624600 2.401216 3.427983 0.000 -0.002 0.002
H 1.477686 3.724594 3.420018 0.001 0.001 0.001
H 2.831992 3.818460 1.313003 0.000 0.001 -0.002
H 2.015743 2.569865 -0.665271 0.003 -0.006 0.007
Cl 2.774270 -2.463439 3.283316 0.322 0.092 0.580
C 3.633550 -2.579523 1.620304 0.052 -0.445 0.712
C 3.527818 -1.225287 4.379456 0.311 -0.132 -0.032
C 4.591444 -0.481343 4.118361 -0.102 0.278 -0.291
C 5.389058 -0.209884 2.915648 -0.271 -0.200 -0.294
C 5.170759 -0.518566 1.626113 0.033 -0.078 0.373
C 4.215752 -1.451455 0.986236 -0.219 0.324 -0.390
C 4.029872 -1.453082 -0.354612 0.009 0.166 -0.008
H 2.928934 -1.155645 5.280367 0.116 -0.155 0.091
H 4.864258 0.153795 4.959034 0.004 -0.022 -0.013
H 6.232651 0.441649 3.103924 -0.009 0.000 -0.011
H 5.861125 -0.092199 0.905797 0.022 0.001 0.031
H 3.457389 -2.237962 -0.832132 -0.004 0.024 -0.004
H 4.431897 -0.660342 -0.976238 0.006 -0.048 -0.035

=====

62
Properties=species:S:1:pos:R:3:forces:R:3 method="wB97M-V/def2-TZVPD" energy_ev=-50760.16022 total_charge=0 gap_ev=2.6
C 5.527658 3.659042 1.891134 -0.586 0.553 0.081
N 5.497018 2.551833 0.968266 1.416 -0.405 0.280
C 6.743287 2.224120 0.292952 -0.640 -0.132 0.518
C 6.788274 2.992718 -0.999471 -0.638 0.809 -1.294
F 7.941936 2.862947 -1.704156 -0.956 0.051 0.669
F 5.745334 2.587794 -1.805372 1.151 0.382 0.501
F 6.582405 4.333841 -0.766276 0.422 -1.109 -0.338
C 4.341180 1.885502 0.653607 -0.758 -0.625 -0.397
C 4.285764 0.464305 0.681722 0.162 0.614 -0.010
C 3.080051 -0.165501 0.490677 -0.296 0.002 -0.127
C 1.916153 0.573553 0.106349 0.453 0.172 -0.417
C 0.669164 -0.081110 0.098511 0.380 -0.257 0.081
C -0.601465 0.501362 -0.097738 -1.221 0.453 0.161
C -1.714879 -0.366054 -0.328232 0.839 -0.127 0.114
C -2.933363 0.130079 -0.721712 -0.502 0.885 -0.257
C -3.099011 1.520527 -0.955664 1.319 -0.684 0.794
N -4.342237 2.029016 -1.306666 -1.786 0.046 0.186
C -4.751944 2.315164 -2.659811 0.441 0.204 -0.429
C -5.361376 2.214735 -0.281022 0.817 -0.355 -0.381
C -5.128190 3.523480 0.423174 0.745 1.211 0.416
F -6.129965 3.904579 1.261101 0.814 -0.359 -0.702
F -3.965917 3.448157 1.162769 -1.231 0.307 -0.417
F -4.935248 4.535272 -0.492246 -0.339 -0.730 0.989
C -2.032126 2.399122 -0.637144 -0.651 -0.294 -0.348
C -0.871833 1.904207 -0.097354 0.585 -0.308 -0.335
C 2.106196 1.947980 -0.241429 -0.137 -0.002 0.626
C 3.220278 2.619687 0.196218 0.235 -0.117 0.066
H 4.803626 3.480032 2.703376 0.271 0.124 -0.299
H 6.532796 3.717736 2.331187 -0.337 0.102 -0.108
H 5.286252 4.613063 1.391352 0.170 -0.128 0.360
H 7.574846 2.548946 0.923042 0.069 -0.321 -0.178
H 6.769639 1.152277 0.069067 0.348 0.258 -0.005
H 5.203558 -0.081696 0.915031 -0.478 0.036 0.060
H 2.977815 -1.241036 0.633659 -0.024 0.199 0.056
H 0.687967 -1.158603 0.274689 -0.089 -0.244 0.094
H -1.562653 -1.435587 -0.183368 0.004 0.116 -0.111
H -3.801952 -0.518467 -0.866533 0.377 0.126 0.018
H -4.235270 1.645079 -3.366017 -0.158 0.275 0.200
H -5.832219 2.133067 -2.743117 0.292 0.090 -0.146
H -4.539594 3.366042 -2.926949 -0.164 -0.333 -0.176
H -6.345082 2.245236 -0.758782 0.083 -0.148 0.281
H -5.276622 1.415284 0.464911 -0.353 0.144 -0.024
H -2.165002 3.471094 -0.797882 -0.087 -0.336 0.331
H -0.153954 2.598531 0.332655 -0.169 -0.193 -0.199
H 1.373656 2.471259 -0.847961 0.078 -0.090 0.294
H 3.304710 3.707150 0.121529 0.028 -0.416 -0.271
C -3.874956 -7.207391 -0.514029 0.821 0.186 1.045
O -3.079769 -7.045124 0.697010 -1.129 -0.882 -0.773
C -2.062501 -6.148393 0.712281 1.086 1.300 -0.416
C -1.314730 -5.996728 1.921847 -0.991 -0.564 -0.948
C -0.381190 -5.010582 2.047376 0.450 1.021 -0.691
C -0.133112 -4.037098 0.988297 -1.301 -1.484 -0.330
O 0.554383 -3.001860 1.174994 0.993 1.155 -0.104
C -0.787538 -4.339889 -0.275514 0.857 0.812 0.979
C -1.728028 -5.329253 -0.399125 -0.906 -1.190 0.707
H -4.587406 -7.995449 -0.266486 0.093 0.124 -0.089
H -4.411985 -6.282973 -0.767643 0.167 -0.122 0.088
H -3.249691 -7.518172 -1.361936 -0.092 0.063 0.182
H -1.511450 -6.670153 2.754496 -0.082 0.061 -0.191
H 0.175678 -4.880697 2.970496 -0.087 -0.001 -0.047
H -0.546039 -3.712779 -1.127606 0.029 0.036 0.009
H -2.241347 -5.469246 -1.356535 0.195 0.038 0.373